(1)
C33H19BrCl92FInNO | ωB97M-V/def2-TZVPD

Summary:
Total charge: -1
E_tot in a.u.: -46600.2526
E_LUMO in eV: 1.02

Atoms and positions in Å:
C -3.5713 -5.4875 0.4540
C -4.0617 -5.1718 -0.5995
C -4.4873 -4.9299 -1.9772
C -3.6945 -3.8255 -2.7239
C -2.2251 -3.6354 -2.2906
In -1.7396 -1.7770 -1.2067
Br -1.6949 0.2343 -2.9145
C -3.1354 -1.1375 0.3904
C -4.5500 -1.6925 0.3568
F -4.8852 -2.2253 1.6312
C 0.3514 -2.0201 -0.4378
C 0.4988 -3.2474 0.4574
O 1.6353 -4.0668 0.1065
C 0.6717 -2.9016 1.9434
N -0.1999 -1.8680 2.4792
H -3.3532 -5.5832 1.4914
H -5.5370 -4.6181 -1.9378
H -4.4825 -5.8579 -2.5498
H -4.2533 -2.8911 -2.6393
H -3.7136 -4.0859 -3.7850
H -1.6196 -3.6040 -3.2012
H -1.8426 -4.4757 -1.7092
H -3.1976 -0.0475 0.3125
H -2.7347 -1.3278 1.3860
H -5.2774 -0.8989 0.1752
H -4.6953 -2.5168 -0.3397
H 0.6964 -1.1312 0.0964
H 0.9971 -2.0992 -1.3203
H -0.3748 -3.9082 0.3607
H 1.9518 -3.7682 -0.7485
H 0.4659 -3.8095 2.5191
H 1.7196 -2.6587 2.1411
H -1.1360 -2.1953 2.6577
H -0.2112 -1.0349 1.9104
C 1.0729 2.7665 -1.5383
Cl 1.6754 2.5909 -3.1845
Cl 2.1820 3.8650 -0.6904
Cl -0.5719 3.3943 -1.5513
Cl 1.0936 1.2044 -0.7346
C -4.3945 2.9915 0.5568
Cl -5.0937 4.3533 1.4478
Cl -3.0443 2.3070 1.4647
Cl -5.6334 1.7509 0.3343
Cl -3.8318 3.5362 -1.0234
C 3.0313 0.8231 -6.6062
Cl 4.3116 0.9162 -7.8149
Cl 2.6386 2.4629 -6.0845
Cl 1.6077 0.0388 -7.2852
Cl 3.6151 -0.1092 -5.2238
C -8.7279 -2.6830 0.5335
Cl -9.5434 -3.3995 1.9312
Cl -9.8397 -2.6740 -0.8469
Cl -8.2617 -1.0240 0.9183
Cl -7.3016 -3.6328 0.1403
C -10.8365 -6.4891 4.3741
Cl -11.9508 -7.1496 3.1723
Cl -11.1406 -7.2474 5.9417
Cl -9.1756 -6.8049 3.8720
Cl -11.0873 -4.7449 4.5063
C 1.9101 -4.2222 -9.4136
Cl 0.2298 -4.6374 -9.7632
Cl 1.9727 -2.7130 -8.5010
Cl 2.6516 -5.5044 -8.4513
Cl 2.8005 -4.0354 -10.9325
C 4.9110 7.0622 1.2667
Cl 5.5749 6.5059 2.8013
Cl 6.1734 7.8386 0.3048
Cl 4.2392 5.6972 0.3769
Cl 3.6228 8.2166 1.5981
C 5.4569 -5.9272 -5.1417
Cl 6.7724 -5.8193 -6.3225
Cl 4.8313 -4.3105 -4.8203
Cl 4.1715 -6.9403 -5.8028
Cl 6.0634 -6.6429 -3.6474
C 6.2430 2.3601 -2.3818
Cl 7.9868 2.5384 -2.6177
Cl 5.4185 2.5609 -3.9317
Cl 5.8918 0.7521 -1.7273
Cl 5.6650 3.5621 -1.2338
C -12.6777 -8.4618 9.4710
Cl -10.9835 -8.0754 9.1599
Cl -13.5784 -8.4857 7.9528
Cl -12.7839 -10.0468 10.2448
Cl -13.3634 -7.2364 10.5454
C -1.2266 7.6336 2.1267
Cl 0.4649 8.0400 1.8441
Cl -2.1258 7.7461 0.6136
Cl -1.3214 5.9959 2.7628
Cl -1.9118 8.7655 3.3113
C 4.0723 2.2808 2.6316
Cl 2.7897 3.5061 2.6239
Cl 5.6539 3.0767 2.7639
Cl 3.8267 1.2077 4.0091
Cl 4.0247 1.3297 1.1456
C 2.6175 7.1770 -3.4066
Cl 3.2515 8.6850 -4.0885
Cl 3.8037 5.8886 -3.6247
Cl 2.3004 7.3972 -1.6864
Cl 1.1182 6.7379 -4.2302
C 7.7929 -0.4559 3.2717
Cl 6.3974 -1.1951 4.0555
Cl 8.3782 0.8937 4.2546
Cl 9.0813 -1.6581 3.1062
Cl 7.3267 0.1322 1.6757
C 8.1365 -0.6329 -7.2386
Cl 9.8868 -0.4172 -7.1245
Cl 7.6107 -0.3580 -8.9027
Cl 7.7077 -2.2788 -6.7632
Cl 7.3223 0.5147 -6.1757
C 3.0329 12.4184 1.6877
Cl 3.3793 11.4269 0.2716
Cl 1.8510 11.5903 2.7057
Cl 4.5223 12.6608 2.6113
Cl 2.3926 13.9845 1.1797
C -13.5541 -8.7981 -0.0009
Cl -14.6676 -9.4499 -1.2091
Cl -13.8671 -9.5692 1.5598
Cl -11.8915 -9.1210 -0.4917
Cl -13.7972 -7.0553 0.1441
C -0.5257 0.0770 5.8171
Cl -0.0277 1.5151 4.9165
Cl 0.7583 -1.1271 5.7431
Cl -0.8110 0.5246 7.5100
Cl -2.0147 -0.5737 5.1315
C 7.7458 9.1676 4.9966
Cl 8.3428 10.4128 6.1000
Cl 7.1183 7.8063 5.9339
Cl 6.4595 9.8363 3.9935
Cl 9.0674 8.6098 3.9656
C 7.3006 5.2369 -6.9463
Cl 7.3260 3.4933 -6.6692
Cl 8.5022 6.0171 -5.9104
Cl 7.6800 5.5694 -8.6409
Cl 5.6959 5.8682 -6.5622
C 7.9995 -4.0230 -10.7665
Cl 6.6840 -2.8890 -11.0800
Cl 9.4794 -3.1265 -10.4019
Cl 7.5820 -5.0316 -9.3804
Cl 8.2632 -5.0359 -12.1903
C 2.0271 9.0913 6.1435
Cl 2.5198 10.6534 6.8133
Cl 0.5976 9.3059 5.1268
Cl 3.3413 8.4312 5.1672
Cl 1.6493 7.9762 7.4596
C -7.8897 -7.3385 12.4382
Cl -7.1824 -5.7381 12.6711
Cl -7.1173 -8.1294 11.0601
Cl -7.6382 -8.3120 13.8921
Cl -9.6191 -7.1819 12.1241

Results of the Mulliken charge analysis, in e, for atoms 1 through 6: number 1, C, carries -0.043; number 2, C, carries -0.410; number 3, C, carries -0.562; number 4, C, carries -0.426; number 5, C, carries -1.194; number 6, In, carries 1.024

(2)
C33H20B2Cl56F17O5 | ωB97M-V/def2-TZVPD

Summary:
Total charge: -1
E_tot in a.u.: -29163.3809
E_LUMO in eV: 0.91

Atoms and positions in Å:
C 5.2153 1.9149 -1.4686
C 4.3403 1.9386 -0.4721
C 2.9087 1.9225 0.3268
B 2.2019 3.3638 -0.0030
O 1.7699 4.1568 1.1609
C 1.9748 4.0144 -1.4813
C 0.8074 3.3024 -2.3442
O 3.3662 2.1256 1.6944
B 2.9279 1.0349 2.5952
O 2.2664 0.1059 1.6635
C 2.0156 0.5499 0.2870
C 0.3859 0.7313 0.3538
C -0.2272 -0.7402 0.1512
C -1.7412 -0.9126 0.7317
F -1.7943 -0.2154 1.9838
F -1.8409 -2.3327 1.0683
C -2.8643 -0.4755 -0.3334
F -2.7439 -1.4067 -1.4454
F -2.4865 0.8357 -0.8293
C -4.3813 -0.5199 0.2121
F -4.6500 -1.8033 0.8380
F -4.4868 0.4582 1.2418
C -5.5024 -0.3884 -0.9596
F -5.6175 -1.7486 -1.4776
F -5.0309 0.3594 -2.1163
C -6.9676 0.0000 -0.4747
F -7.4012 -0.9485 0.5278
F -7.8576 -0.2169 -1.6042
C -7.2433 1.4793 0.0556
F -7.1295 1.5553 1.5005
F -8.6671 1.7238 -0.1791
C -6.4898 2.6805 -0.6935
F -6.8129 2.6201 -2.1071
F -5.0626 2.7098 -0.4674
C -6.9984 4.1698 -0.2338
F -8.2746 4.5099 -0.7628
F -6.8604 4.4007 1.1618
F -6.0634 5.0780 -0.8725
O 2.5061 -0.6022 -0.4506
C 2.4106 -0.4386 -1.8829
C 3.5733 -1.3863 -2.5178
C 3.3041 -2.9603 -2.1864
O 3.8006 -1.1266 -3.9239
H 5.9143 1.8419 -2.3855
H 2.5982 4.6511 1.4156
H 1.6198 5.1115 -1.3067
H 2.9520 4.1151 -2.1010
H -0.1728 3.3160 -1.7406
H 1.0623 2.2027 -2.6197
H 0.5718 3.8492 -3.3440
H 3.9043 0.6247 3.1717
H 2.1887 1.5029 3.4216
H 0.1678 1.2215 1.3643
H -0.0124 1.4174 -0.4778
H 0.4187 -1.4843 0.7602
H -0.2513 -0.9616 -0.9716
H 2.5910 0.6461 -2.2163
H 1.4069 -0.7790 -2.3401
H 4.5387 -1.1153 -1.9483
H 4.2941 -3.5571 -2.2788
H 2.5105 -3.4295 -2.8748
H 2.9730 -3.0283 -1.0783
H 2.9314 -0.8543 -4.3295
C -11.3037 -1.6550 1.1991
Cl -9.5786 -1.6035 0.7802
Cl -12.2705 -1.3614 -0.2615
Cl -11.7071 -3.2514 1.8698
Cl -11.6575 -0.3986 2.4059
C -2.1467 0.4707 -4.6182
Cl -0.7819 -0.0195 -3.5914
Cl -3.2947 1.4332 -3.6618
Cl -1.5429 1.4460 -5.9772
Cl -2.9673 -0.9767 -5.2454
C 8.2791 -0.7588 -3.5738
Cl 9.5662 -1.2602 -2.4554
Cl 7.0828 0.2205 -2.6960
Cl 8.9816 0.2053 -4.8928
Cl 7.4855 -2.1986 -4.2499
C -9.4052 -6.2164 3.4314
Cl -8.9837 -5.6275 5.0553
Cl -11.1667 -6.4325 3.3190
Cl -8.8751 -5.0318 2.2180
Cl -8.5976 -7.7723 3.1327
C -16.3688 0.2313 -1.0185
Cl -16.1959 1.9868 -0.8025
Cl -17.8588 -0.1144 -1.9242
Cl -14.9708 -0.3883 -1.9207
Cl -16.4466 -0.5555 0.5732
C 11.2640 -0.7018 1.3036
Cl 12.1369 0.0266 2.6724
Cl 10.4606 -2.1927 1.8411
Cl 10.0462 0.4427 0.6991
Cl 12.4152 -1.0843 0.0030
C -11.7100 3.3605 -1.6998
Cl -13.4266 2.8930 -1.6532
Cl -11.3166 4.3074 -0.2478
Cl -10.6912 1.9028 -1.7497
Cl -11.4055 4.3440 -3.1494
C 10.3582 4.5931 1.7001
Cl 11.3028 6.0995 1.7390
Cl 9.6288 4.3919 0.0922
Cl 11.4270 3.2145 2.0416
Cl 9.0757 4.6660 2.9280
C 4.2101 2.4817 -5.3297
Cl 4.5735 3.0260 -3.6733
Cl 2.4542 2.2596 -5.5091
Cl 4.7740 3.7055 -6.4931
Cl 5.0376 0.9447 -5.6489
C 14.4435 1.3111 5.6188
Cl 14.4187 -0.4326 5.2725
Cl 14.0159 1.5843 7.3211
Cl 16.0710 1.9542 5.3051
Cl 13.2668 2.1422 4.5770
C 11.7864 -5.3658 4.1898
Cl 12.7290 -3.8591 4.2267
Cl 11.0563 -5.5692 2.5820
Cl 12.8573 -6.7432 4.5327
Cl 10.5039 -5.2924 5.4178
C -7.1208 -10.0089 6.1244
Cl -7.5529 -10.8469 4.6167
Cl -7.3965 -8.2642 5.9324
Cl -8.1274 -10.6255 7.4538
Cl -5.4069 -10.3017 6.4941
C 12.2661 5.1271 7.3980
Cl 14.0140 5.1856 7.0770
Cl 11.3764 5.3947 5.8829
Cl 11.8382 3.5348 8.0621
Cl 11.8364 6.3934 8.5696
C -5.1013 -3.8417 -7.5944
Cl -4.6597 -3.2556 -5.9757
Cl -6.8609 -4.0794 -7.6789
Cl -4.6056 -2.6458 -8.8124
Cl -4.2789 -5.3854 -7.9106

Results of the Mulliken charge analysis, in e, for atoms 1 through 6: number 1, C, carries -1.515; number 2, C, carries -0.330; number 3, C, carries 1.965; number 4, B, carries 0.445; number 5, O, carries -0.622; number 6, C, carries -0.124